{"formula": "C51H119N5O11", "method": "ωB97M-V with the def2-TZVPD basis set", "homo_lumo_gap_ev": 7.7, "e_tot_ha": -3115.57989, "charge": 0, "smiles": "CC1(C)CCCC(C)(C)N1O.CC1(C)CCCC(C)(C)N1O.CC1(C)CCCC(C)(C)N1O.CC1(C)CCCC(C)(C)N1O.CC1(C)CCCC(C)(C)N1O.CC(C)O.CC(C)O.O.O.O.O", "lumo_ev": -0.25, "relative_energy_ev": 5.688, "species": ["H", "C", "C", "C", "O", "C", "H", "H", "H", "H", "H", "H", "C", "H", "C", "C", "C", "O", "H", "H", "H", "O", "C", "H", "H", "H", "H", "H", "C", "C", "H", "H", "H", "H", "C", "H", "O", "C", "H", "C", "H", "H", "H", "H", "C", "H", "C", "O", "C", "H", "H", "H", "H", "H", "H", "H", "N", "H", "O", "H", "H", "H", "H", "C", "C", "C", "C", "H", "H", "H", "H", "H", "H", "H", "C", "C", "H", "H", "O", "H", "H", "H", "H", "H", "H", "H", "O", "H", "H", "H", "H", "C", "C", "C", "H", "C", "H", "H", "H", "H", "H", "H", "H", "H", "H", "C", "C", "H", "H", "C", "H", "H", "O", "C", "H", "H", "C", "H", "N", "N", "H", "C", "H", "H", "H", "H", "H", "H", "C", "N", "H", "C", "H", "C", "C", "H", "O", "H", "C", "H", "H", "H", "H", "H", "C", "H", "H", "H", "C", "H", "C", "O", "H", "H", "C", "C", "H", "H", "H", "H", "C", "H", "H", "H", "N", "C", "H", "H", "H", "H", "H", "H", "C", "C", "C", "H", "H", "H", "H", "C", "H", "H", "H", "C", "H", "C"], "positions_angstrom": [[-12.0560, -1.4396, 14.4805], [-13.6670, -0.1750, 15.2973], [-10.4112, 0.0342, 23.9831], [-3.0332, -2.2244, 23.8628], [-3.9643, -2.9592, 21.1888], [-10.0482, -3.3570, 20.6562], [-10.8270, -1.8462, 22.0557], [-7.5975, -7.0000, 20.3166], [-17.7486, 0.5770, 22.4715], [-17.5617, 2.5532, 19.3443], [-9.0800, 4.5977, 18.4550], [-10.4163, -1.8993, 24.8980], [-15.2100, -4.7428, 19.4649], [-9.8728, 5.5155, 13.1740], [-18.9339, -4.5140, 20.0908], [-11.0143, -0.9880, 24.9069], [-10.0208, -1.0363, 18.9458], [-7.6688, -7.9228, 20.5606], [-6.6722, -4.6801, 23.0940], [-19.5070, -7.0776, 19.4642], [-14.2994, -0.8421, 22.2546], [-13.6020, 1.1992, 15.6924], [-15.8055, -4.6278, 20.9648], [-9.9552, 1.7426, 14.0713], [-8.5621, -4.4585, 21.7760], [-17.8764, -5.9935, 17.8193], [-8.5060, 0.8252, 23.2758], [-8.2630, -2.9035, 16.6488], [-9.5491, 2.7496, 14.1667], [-11.8104, 3.5263, 13.5640], [-14.8891, -1.1737, 13.7085], [-16.6160, 3.4201, 22.6881], [-9.5323, 1.3169, 16.3982], [-16.4390, -3.2349, 22.4127], [-8.9938, -2.1195, 18.6669], [-4.7900, -6.6025, 21.3026], [-10.4149, -6.2948, 18.2419], [-18.8376, -6.9235, 20.3104], [-18.9849, -3.9686, 21.0331], [-5.4491, -2.6143, 24.5472], [-16.9043, -0.5114, 21.2593], [-10.4882, -6.8894, 18.9885], [-17.0522, -2.9847, 20.7836], [-13.4853, 0.6812, 21.9745], [-10.8673, -2.0622, 20.9881], [-9.1758, -1.3789, 16.7497], [-16.1525, -3.1955, 21.3618], [-10.9239, -8.0465, 20.4753], [-5.7442, -4.9864, 23.5768], [-6.2001, -5.8047, 20.8747], [-13.5721, -4.6111, 21.7068], [-8.6103, -8.0807, 20.6300], [-17.5487, -5.1644, 22.7340], [-16.3538, 1.6919, 24.2522], [-3.3566, -6.3986, 23.0635], [-8.9254, 5.1409, 16.7460], [-9.4298, -3.2773, 19.3840], [-13.0392, 3.6400, 16.2240], [-8.5699, -4.3775, 19.2730], [-11.1068, -0.0038, 20.3368], [-13.4960, -0.6318, 19.9932], [-11.1219, -8.6433, 21.1970], [-15.1754, 0.5139, 24.5278], [-10.3938, -0.8274, 20.3747], [-15.5905, 0.9587, 22.3060], [-15.4377, 1.2953, 23.8145], [-16.2134, -4.8760, 18.3103], [-16.5082, 1.7021, 18.2492], [-11.3338, 1.6857, 17.8001], [-15.3671, -2.5031, 21.0589], [-15.6821, -0.0432, 14.5677], [-16.6996, -3.9062, 18.2046], [-11.7070, -4.5404, 19.9773], [-14.5075, 0.6333, 13.4694], [-14.5056, -5.1683, 21.7854], [-14.3437, 0.0097, 20.2342], [-12.0674, -1.1208, 24.6593], [-10.3767, 2.3919, 19.0874], [-13.0788, -3.1887, 17.6504], [-10.7682, -0.0596, 22.9575], [-18.0748, -7.6734, 20.5198], [-6.1019, -0.8157, 22.5464], [-12.7178, 1.2514, 16.0626], [-12.3119, 2.6704, 14.0156], [-13.0681, -4.1412, 17.7449], [-14.8061, -5.2490, 22.8300], [-11.0332, 1.2862, 24.5089], [-9.3754, -3.5080, 22.8397], [-5.6776, -6.0179, 23.9229], [-11.7491, -7.9662, 19.9969], [-14.3175, -6.2126, 21.5360], [-16.8127, 1.7628, 19.2940], [-10.9652, 2.6298, 18.2013], [-14.2909, 1.4914, 19.6633], [-14.8095, 2.1718, 23.9732], [-10.1037, 5.2033, 14.1925], [-6.4437, -2.1799, 24.4461], [-10.9095, -1.3731, 18.4119], [-6.4910, -4.4594, 25.4748], [-11.9546, -2.1379, 20.9872], [-18.6066, -3.7421, 19.3943], [-4.4858, -0.5543, 21.8756], [-14.4156, 4.1036, 20.1529], [-9.1331, -4.8447, 18.6516], [-9.0592, 2.9974, 13.2250], [-15.5703, 2.3336, 20.0984], [-5.6213, -4.1752, 24.8824], [-16.7097, -6.8249, 18.7567], [-13.3036, 1.8749, 19.9206], [-14.4035, 0.1297, 21.7721], [-4.5917, -5.3039, 20.3145], [-14.9550, 3.5822, 18.4842], [-16.8839, 2.8800, 21.9411], [-3.3388, -5.3088, 23.0584], [-14.5969, -3.8654, 19.2593], [-14.0124, -0.8433, 16.0860], [-15.2141, 3.6889, 19.5376], [-3.1007, -1.4240, 24.5996], [-4.7458, -3.2668, 22.2469], [-16.8544, -5.7051, 21.0828], [-7.7753, 1.9188, 15.0902], [-9.0783, -2.3862, 17.1545], [-7.4623, -1.4283, 20.1059], [-11.7500, 3.2418, 18.6458], [-11.1942, -6.4733, 17.7156], [-7.4542, -0.6953, 18.5301], [-8.0757, -2.8306, 21.6925], [-16.8363, -0.8851, 22.9188], [-10.6580, 3.8141, 14.5281], [-15.7403, 2.2773, 21.5696], [-17.1585, 0.8033, 19.6784], [-5.1782, -5.5905, 21.1875], [-19.9436, -4.7795, 19.7775], [-11.0425, -4.5812, 20.8403], [-4.5004, -2.2742, 23.3692], [-4.4693, -2.2397, 20.8030], [-17.2315, -6.0129, 22.4161], [-2.4586, -4.9365, 22.5344], [-8.9638, -3.4468, 21.8322], [-5.0117, -2.2259, 25.4669], [-11.4562, -4.5937, 21.8487], [-6.8460, -2.4786, 18.8406], [-15.9754, 4.4637, 19.6281], [-4.9096, -0.1217, 23.5115], [-17.2768, -5.8946, 18.7242], [-2.6941, -3.0789, 24.4484], [-10.3356, 5.5589, 17.7225], [-15.8460, -5.0820, 17.3050], [-16.8765, -0.0341, 22.2389], [-12.5823, 4.2836, 13.4268], [-17.9772, -5.6878, 20.1017], [-12.3558, 4.3123, 16.2754], [-10.0367, -2.7828, 16.8197], [-11.6988, 0.3690, 14.3290], [-8.8610, 0.1605, 24.0634], [-14.6869, -0.1983, 14.1510], [-3.2513, -5.0138, 24.1040], [-15.1639, -0.5886, 19.8373], [-8.3219, 2.1681, 17.2794], [-9.5844, -0.1235, 18.5402], [-12.1467, -0.4402, 14.9059], [-11.4860, 3.1672, 12.5873], [-8.0858, 3.6444, 15.3719], [-9.5505, -0.3794, 20.9002], [-11.1952, 3.5852, 15.9572], [-9.6049, 4.7768, 17.5166], [-2.3586, -1.8929, 23.0735], [-10.4207, -5.4759, 20.8697], [-14.5517, -5.6040, 19.3507], [-12.1572, -2.9332, 17.6909], [-10.8934, -0.5308, 25.8889], [-8.6376, 0.5858, 25.0419], [-4.6841, -4.7535, 22.4483], [-9.1680, 2.3222, 16.6098], [-8.5507, 2.6641, 15.2672], [-10.7507, 2.0410, 23.9872], [-14.2791, 1.3571, 18.5816], [-4.7654, -4.5943, 25.4114], [-8.3644, -0.8091, 24.0991], [-10.2134, 3.3845, 17.0186], [-19.4290, -6.8558, 21.2235], [-11.5263, -0.4065, 15.8015], [-10.6624, 5.9932, 14.6945], [-7.5306, -1.6547, 19.0418], [-9.1401, 5.3624, 14.6764], [-5.0347, -0.8949, 22.7535]]}